Record 1
{"formula": "C5H6OSi", "method": "ωB97M-V with the def2-TZVPD basis set", "elements": ["C", "C", "Si", "C", "C", "C", "O", "H", "H", "H", "H", "H", "H"], "positions_angstrom": [[-0.5794, 0.2781, 3.1158], [-0.2812, 0.4933, 1.9464], [0.5626, 0.3054, 0.2695], [-0.4345, 1.4442, -0.8747], [-1.0904, 1.8063, -1.8005], [0.3361, -1.4417, -0.4594], [1.4297, -1.8012, -1.3275], [-1.2384, 0.2777, 3.9056], [1.9991, 0.9725, 0.1266], [-1.8457, 2.4186, -2.3392], [0.1669, -2.2668, 0.2221], [-0.5685, -1.5386, -1.0435], [1.5436, -0.9479, -1.7414]], "atomic_forces_ev_per_a": [[0.27, 0.82, -3.28], [1.19, -0.97, 0.66], [-0.50, 1.83, -0.12], [1.77, -2.04, 1.69], [-2.55, 2.34, -1.52], [0.12, -0.88, 0.02], [-0.32, 0.61, 0.58], [-0.60, -0.21, 1.77], [-1.35, -1.17, 0.48], [1.19, -1.11, 0.26], [0.53, 0.09, 0.76], [-0.61, 0.76, -0.28], [0.85, -0.06, -1.02]], "mulliken_charge": [0.05, -0.55, 0.27, -0.66, 0.18, -0.44, -0.50, 0.38, -0.05, 0.33, 0.35, 0.32, 0.30], "total_charge": 0, "relative_energy_ev": 0.422, "smiles": "C#C[SiH](C#C)CO"}

=====

Record 2
{"formula": "C16H28IN2O6", "method": "ωB97M-V with the def2-TZVPD basis set", "elements": ["C", "C", "C", "O", "O", "C", "C", "C", "C", "N", "C", "I", "N", "H", "H", "H", "H", "H", "H", "H", "H", "H", "H", "H", "H", "O", "C", "O", "C", "C", "C", "H", "H", "H", "H", "H", "H", "H", "H", "O", "C", "O", "C", "C", "C", "H", "H", "H", "H", "H", "H", "H", "H"], "positions_angstrom": [[-1.5247, -1.0726, 1.8846], [-0.3905, -2.2255, 1.5838], [1.1126, -1.6611, 2.0524], [2.0526, -2.5043, 2.5059], [1.3199, -0.2107, 1.9040], [2.6142, 0.1094, 1.2824], [2.8857, -0.6033, -0.1689], [1.9844, 0.1738, -1.3058], [2.4490, 0.3943, -2.8690], [1.2637, 1.1891, -3.3970], [0.2161, 1.4049, -2.3262], [-1.7038, 2.4569, -2.3335], [0.6220, 0.7678, -1.0141], [-1.5451, -0.8256, 3.0416], [-1.3382, -0.0497, 1.3299], [-2.5567, -1.4870, 1.4866], [-0.6168, -3.1626, 2.2476], [-0.2790, -2.4897, 0.4376], [3.5155, -0.0604, 2.0315], [2.5983, 1.2851, 1.0766], [2.7878, -1.7701, -0.1780], [4.0237, -0.3709, -0.4444], [3.4421, 0.0587, -3.4214], [1.1296, 1.5546, -4.3758], [0.0401, 0.7771, -0.1479], [-1.9343, 5.6340, -4.6836], [-2.2865, 6.5818, -3.9832], [-2.9338, 6.3651, -2.8163], [-3.2136, 7.3829, -1.8384], [-4.5010, 8.1103, -2.1686], [-2.0902, 7.9926, -4.4529], [-2.3626, 8.0615, -1.7205], [-3.3297, 6.8660, -0.8788], [-4.4343, 8.6323, -3.1265], [-4.7409, 8.8426, -1.3916], [-5.3307, 7.4006, -2.2526], [-2.9163, 8.2721, -5.1096], [-1.1500, 8.0429, -5.0138], [-1.9988, 8.7168, -3.6451], [0.9594, -9.6525, 3.9809], [1.2903, -8.5640, 3.5133], [1.1362, -7.4338, 4.2388], [1.6649, -6.1482, 3.8671], [0.7160, -5.4225, 2.9352], [1.7811, -8.4575, 2.1000], [2.6746, -6.2411, 3.4543], [1.7642, -5.5746, 4.7958], [0.5777, -5.9666, 1.9975], [1.0935, -4.4222, 2.7022], [-0.2736, -5.3279, 3.3946], [0.9253, -8.3993, 1.4247], [2.3641, -9.3560, 1.8676], [2.4463, -7.6132, 1.9274]], "atomic_forces_ev_per_a": [[-0.15, -0.19, -0.28], [0.86, 1.50, 0.82], [3.31, -3.82, 1.80], [-5.54, 6.02, -3.10], [0.60, -3.25, -1.07], [1.61, 1.18, -0.12], [0.38, 1.17, -0.30], [0.70, -0.05, -2.79], [-4.46, 0.96, 5.08], [-0.99, -0.99, 4.64], [2.71, -1.83, 0.92], [2.07, -0.88, -0.46], [3.47, 0.61, -7.24], [-0.14, -0.66, -2.50], [-0.20, -2.10, 1.03], [2.05, 0.92, 1.11], [0.60, 1.79, -1.56], [-0.33, 0.46, 2.38], [-2.01, -0.04, -1.62], [-0.18, -2.60, 0.57], [-0.19, 2.31, 0.04], [-2.55, -0.45, 0.57], [-2.63, 0.99, 1.22], [0.13, -0.52, 1.58], [0.88, -0.11, -0.88], [-0.73, 1.25, 1.67], [0.28, -1.05, -1.17], [0.43, -0.67, -0.08], [-0.22, 0.31, 0.10], [-0.15, 0.06, -0.18], [0.69, 0.35, 0.10], [-0.09, -0.09, -0.16], [0.12, -0.13, -0.34], [0.05, 0.03, 0.14], [0.04, -0.12, -0.09], [0.15, 0.08, 0.12], [0.06, -0.02, 0.07], [-0.37, -0.14, -0.05], [-0.25, 0.00, -0.03], [0.59, 2.41, -0.62], [-0.72, -1.85, 0.65], [0.11, -0.23, 0.43], [-0.12, 0.04, -0.11], [-0.14, 0.05, -0.23], [0.76, -0.15, -0.25], [-0.17, -0.06, -0.04], [-0.08, -0.37, -0.07], [0.08, 0.01, 0.03], [0.03, -0.32, 0.12], [0.14, -0.05, 0.08], [0.07, 0.00, 0.06], [-0.38, 0.10, 0.06], [-0.19, 0.12, -0.05]], "mulliken_charge": [-0.90, -0.01, 0.48, -0.59, -0.33, -0.67, -0.31, 0.26, -0.55, -0.06, -0.20, 0.33, 0.15, 0.30, 0.14, 0.32, 0.14, 0.25, 0.35, 0.36, 0.33, 0.39, 0.36, 0.28, 0.19, -0.58, 0.76, -0.35, -0.39, -0.96, -0.96, 0.36, 0.31, 0.28, 0.35, 0.30, 0.27, 0.30, 0.33, -0.57, 0.70, -0.38, -0.65, -0.07, -0.84, 0.37, 0.34, 0.23, -0.30, 0.33, 0.23, 0.30, 0.30], "total_charge": 1, "energy_ha": -1484.612283}